Record 1
{"formula": "C2H4N4Te4Tl", "method": "wB97M-V/def2-TZVPD", "species": ["Tl", "Te", "Te", "Te", "Te", "N", "C", "N", "N", "C", "N", "H", "H", "H", "H"], "positions_angstrom": [[2.682872, -0.297424, -0.799550], [4.991846, -1.203138, 1.131559], [2.567227, -1.765986, 2.133312], [1.676154, 0.686916, 3.063859], [2.216422, 2.309859, 0.964309], [-2.545483, -0.986022, 0.020593], [-1.654002, -0.141818, -0.589969], [-0.716386, 0.400201, 0.189684], [-1.804098, 0.041414, -1.879266], [-1.003843, 0.920631, -2.470943], [-0.336386, 1.661697, -3.059918], [-2.233715, -1.441532, 0.862509], [-3.042291, -1.574911, -0.627123], [-0.726953, 0.275472, 1.190970], [-0.071357, 1.114638, -0.130031]], "forces_ev_per_a": [[0.1, 0.0, 0.0], [-0.1, 0.0, 0.0], [-0.1, 0.1, 0.1], [0.0, -0.1, 0.0], [0.0, 0.0, 0.0], [0.0, -0.1, 0.0], [0.1, -0.1, -0.1], [-0.1, 0.1, 0.1], [0.0, 0.1, 0.1], [0.1, 0.0, -0.1], [0.0, 0.0, 0.0], [0.0, 0.0, 0.0], [0.0, 0.0, 0.0], [0.1, 0.0, 0.0], [0.0, 0.0, -0.1]], "e_tot_ev": -41969.9806, "e_homo_ev": -3.906, "homo_lumo_gap_ha": 0.2227, "spin_multiplicity": 1, "charge": -1, "relative_energy_kcal_mol": 0.0}


Record 2
{"formula": "C2H4N5", "method": "wB97M-V/def2-TZVPD", "species": ["C", "C", "N", "N", "N", "N", "N", "H", "H", "H", "H"], "positions_angstrom": [[1.413411, -0.394319, -0.185637], [-2.293353, 0.136968, 0.290318], [1.616681, 0.840344, -0.589507], [2.494555, -1.075799, 0.145470], [2.934265, 0.895314, -0.636537], [3.429202, -0.212803, -0.156289], [-1.507584, -1.019695, 0.179689], [-1.887571, 0.898080, 1.036502], [-2.199340, 0.809271, -0.559063], [-3.421181, -0.227122, 0.530844], [-0.579084, -0.650238, -0.055795]], "forces_ev_per_a": [[-0.4, 0.0, 0.6], [-2.4, 0.1, 1.5], [-1.5, -0.3, -0.7], [-1.4, -0.7, 0.2], [1.1, 0.8, 0.4], [2.4, 0.3, -0.5], [0.4, 0.1, -0.1], [-0.6, -1.1, 0.0], [-0.5, -0.2, -0.8], [2.4, 1.5, -0.5], [0.3, -0.5, -0.1]], "e_tot_ev": -9584.5496, "e_homo_ev": [-4.903, -5.048], "homo_lumo_gap_ha": [0.3062, 0.2963], "spin_multiplicity": 1, "charge": -1, "relative_energy_kcal_mol": 109.0}


Record 3
{"formula": "C2H4N6", "method": "wB97M-V/def2-TZVPD", "species": ["C", "C", "H", "H", "H", "H", "N", "N", "N", "N", "N", "N"], "positions_angstrom": [[0.587173, -1.131241, -0.243908], [-0.980774, 0.859673, -0.323734], [2.765058, 0.914943, 0.401119], [1.262265, 0.852050, 1.048710], [0.378861, -2.185711, -0.474032], [-0.277429, 1.574684, -0.631547], [1.826537, 0.778563, 0.148472], [1.752865, -0.658379, -0.103471], [-0.611148, -0.442000, -0.074439], [-2.263795, 0.905861, -0.108328], [-2.695498, -0.325061, 0.165046], [-1.744113, -1.143378, 0.196113]], "forces_ev_per_a": [[0.5, -0.7, 0.1], [-0.7, -2.4, 1.0], [1.5, 0.3, 0.4], [0.9, 0.6, -1.3], [0.6, 0.4, 0.2], [0.4, 1.0, -0.2], [-2.6, -2.0, 1.3], [-0.1, 0.8, -0.7], [-0.7, 1.0, -0.5], [-0.2, 1.9, -0.9], [-0.6, 0.0, 0.5], [1.1, -0.7, -0.1]], "e_tot_ev": -11076.4994, "e_homo_ev": -10.276, "homo_lumo_gap_ha": 0.3890, "smiles": "N/N=C\\n1cnnn1", "spin_multiplicity": 1, "relative_energy_kcal_mol": 39.6}


Record 4
{"formula": "C2H4N6", "method": "wB97M-V/def2-TZVPD", "species": ["C", "C", "H", "H", "H", "H", "N", "N", "N", "N", "N", "N"], "positions_angstrom": [[0.466569, -0.283620, -0.375791], [-1.480045, 0.758644, -0.996604], [1.476269, -1.560891, 1.004776], [3.095193, -1.337664, 0.053483], [-2.208022, 1.342054, -1.665562], [-2.176658, 1.986109, 0.906412], [2.376994, -0.906613, 0.561405], [1.666812, -0.339381, -0.598139], [-0.435786, 0.274835, -1.383473], [-1.478374, 0.967035, 0.471840], [-1.134415, -0.143808, 1.266810], [-0.168537, -0.756700, 0.754844]], "forces_ev_per_a": [[-4.7, 2.3, -2.0], [-1.4, 3.6, 3.1], [4.0, 1.5, -1.0], [1.3, -1.6, 0.0], [0.8, -1.2, 1.3], [2.5, -5.1, -1.4], [-5.0, -0.1, 0.0], [3.5, -0.7, 1.4], [3.3, -3.2, -2.1], [-3.9, 4.0, 0.7], [0.3, 1.4, -1.5], [-0.7, -1.0, 1.6]], "e_tot_ev": -11073.3045, "e_homo_ev": -8.883, "homo_lumo_gap_ha": 0.3209, "spin_multiplicity": 1, "relative_energy_kcal_mol": 113.2}


Record 5
{"formula": "C2H4NO", "method": "wB97M-V/def2-TZVPD", "species": ["C", "C", "N", "O", "H", "H", "H", "H"], "positions_angstrom": [[0.006995, -0.055809, 1.085810], [0.143312, -0.590887, -0.993748], [-0.454820, 1.025660, 0.929762], [-0.942736, 2.033105, 0.644895], [0.655208, -0.478804, 1.815504], [-0.603206, -1.325088, -1.015361], [0.032819, 0.396100, -1.631520], [1.162428, -1.004279, -0.835340]], "forces_ev_per_a": [[0.6, -1.2, -2.7], [1.8, 2.4, 0.9], [-0.8, 1.9, -0.5], [0.1, -0.5, 0.4], [0.1, -0.4, 0.5], [-1.3, -0.7, 0.0], [0.2, -2.1, 1.7], [-0.7, 0.5, -0.4]], "e_tot_ev": -5663.2131, "e_homo_ev": -16.973, "homo_lumo_gap_ha": 0.3465, "spin_multiplicity": 1, "charge": 1, "relative_energy_kcal_mol": 95.0}


Record 6
{"formula": "C2H4NO", "method": "wB97M-V/def2-TZVPD", "species": ["C", "C", "N", "O", "H", "H", "H", "H"], "positions_angstrom": [[-0.039370, 0.029519, -0.813290], [-0.112331, -0.325538, 0.667428], [-0.383562, -1.334322, -0.201896], [-0.928330, -2.328289, -0.441560], [-0.825913, 0.407163, -1.343658], [1.001927, 0.191079, -1.048859], [0.878997, -0.411644, 1.342767], [-0.963096, -0.109219, 1.233265]], "forces_ev_per_a": [[2.3, -2.5, 2.1], [2.4, 0.6, 3.4], [0.8, 0.7, -3.2], [-0.1, -0.6, 0.4], [-1.9, 1.3, -1.3], [-0.1, -0.2, -0.9], [-2.1, 0.3, -1.8], [-1.3, 0.6, 1.2]], "e_tot_ev": -5663.5447, "e_homo_ev": -17.372, "homo_lumo_gap_ha": 0.3545, "smiles": "O=[N+]1CC1", "spin_multiplicity": 1, "charge": 1, "relative_energy_kcal_mol": 87.3}


Record 7
{"formula": "C2H4NO2", "method": "wB97M-V/def2-TZVPD", "species": ["C", "C", "N", "O", "O", "H", "H", "H", "H"], "positions_angstrom": [[1.829992, -0.286476, 0.204578], [0.830404, 0.507589, 0.234243], [-2.968173, 0.124260, -0.343433], [-2.655644, -0.722276, 0.565058], [-2.337798, 0.161168, -1.424902], [1.705632, -1.232040, -0.308807], [2.710434, -0.140787, 0.677606], [0.980962, 1.520541, 0.566502], [-0.095807, 0.068018, -0.170849]], "forces_ev_per_a": [[0.0, -2.9, -1.3], [-2.5, 1.0, -0.7], [-0.5, -0.1, 0.9], [0.3, 0.9, -1.9], [0.2, -0.8, 1.0], [0.1, -0.3, 0.3], [3.0, 0.8, 1.1], [-0.7, 0.2, 0.4], [0.0, 1.2, 0.1]], "e_tot_ev": -7721.3015, "e_homo_ev": -2.776, "homo_lumo_gap_ha": 0.2522, "spin_multiplicity": 1, "charge": -1, "relative_energy_kcal_mol": 99.4}


Record 8
{"formula": "C2H4NO2", "method": "wB97M-V/def2-TZVPD", "species": ["C", "C", "N", "O", "O", "H", "H", "H", "H"], "positions_angstrom": [[-1.185786, 1.161302, -2.935381], [-0.949865, -0.050401, -0.524181], [0.281389, 0.161676, 0.172914], [-1.414421, 1.430127, -4.013368], [-0.981727, 0.919495, -1.800254], [-1.674344, 0.532089, 0.120315], [0.486341, -0.629004, 0.741547], [0.333888, 1.065044, 0.772905], [1.068573, 0.221697, -0.481588]], "forces_ev_per_a": [[-0.3, -0.5, 0.7], [-3.3, -1.5, 1.0], [2.2, 4.0, 0.2], [0.0, 0.1, -0.4], [0.9, 1.5, -0.4], [0.3, -0.7, -1.1], [0.0, -1.1, 0.8], [0.2, -1.7, -0.8], [0.1, -0.2, 0.1]], "e_tot_ev": -7712.7133, "e_homo_ev": -13.770, "homo_lumo_gap_ha": 0.3577, "spin_multiplicity": 1, "charge": 1, "relative_energy_kcal_mol": 74.8}


Record 9
{"formula": "C2H4NO2P", "method": "wB97M-V/def2-TZVPD", "species": ["C", "C", "N", "O", "O", "P", "H", "H", "H", "H"], "positions_angstrom": [[0.356289, -0.439459, -0.851373], [0.645971, 0.639734, 0.139450], [-1.216501, -0.974297, 0.871330], [-0.914048, -0.938119, -0.587801], [-1.711151, 0.458950, 1.152217], [-0.253992, 0.128332, 1.765067], [0.176401, -0.116975, -1.885579], [1.165084, -1.230354, -0.902795], [1.739097, 0.899273, 0.233596], [0.012849, 1.572915, 0.065887]], "forces_ev_per_a": [[0.6, -0.2, -1.1], [0.7, 1.6, 1.7], [-0.9, 0.1, -2.3], [-1.2, -1.2, 2.7], [-0.9, -0.7, 0.1], [2.1, 0.3, -0.8], [0.7, 0.4, 0.1], [-0.8, 0.6, 0.4], [-1.2, -0.3, 0.0], [1.0, -0.8, -0.8]], "e_tot_ev": -17008.5849, "e_homo_ev": -9.882, "homo_lumo_gap_ha": 0.3741, "smiles": "C1Cp2on2O1", "spin_multiplicity": 1, "relative_energy_kcal_mol": 111.3}


Record 10
{"formula": "C2H4NO2P", "method": "wB97M-V/def2-TZVPD", "species": ["C", "C", "N", "O", "O", "P", "H", "H", "H", "H"], "positions_angstrom": [[-0.276301, 0.246591, -0.602335], [0.455673, -1.119226, -0.582437], [-0.238877, 1.585747, 1.357422], [-0.876517, 0.422381, 0.674437], [-0.722377, 1.793775, 2.424187], [1.915952, -0.835369, 0.424792], [0.416230, 1.133400, -0.569878], [-1.177060, 0.201304, -1.350376], [-0.254922, -1.942463, -0.128863], [0.758199, -1.486141, -1.646948]], "forces_ev_per_a": [[-1.3, -0.1, -0.3], [-1.0, -1.3, -1.0], [-1.8, -0.4, 2.1], [-0.2, 1.0, 1.6], [1.2, -0.9, -3.1], [0.8, -0.4, 0.4], [-0.4, -0.8, -1.6], [2.0, 0.6, 1.0], [1.3, 1.6, -0.9], [-0.6, 0.7, 1.7]], "e_tot_ev": -17006.5300, "e_homo_ev": [-8.242, -8.267], "homo_lumo_gap_ha": [0.2611, 0.2594], "spin_multiplicity": 1, "relative_energy_kcal_mol": 158.6}